1.
# C18H20N4O2

A single C18H20N4O2 molecule (ωB97M-V with the def2-TZVPD basis set, OMol25).

Geometry as XYZ:
```
44
C18H20N4O2 (ωB97M-V with the def2-TZVPD basis set)
C 3.0593 4.2501 -1.0799
C 3.1509 3.2831 -0.1877
C 2.6111 1.8944 -0.3929
N 3.6202 0.8981 -0.0711
C 3.7491 0.6000 1.3498
C 2.5719 -0.1309 1.9378
C 1.5624 0.4704 2.5424
C 3.7370 -0.2479 -0.9435
C 2.7453 -1.4028 -0.7331
O 3.1172 -2.5390 -0.5412
N 1.4403 -1.0120 -0.7952
C 0.2914 -1.7387 -0.4764
C 0.3029 -3.1042 -0.2196
C -0.8839 -3.7418 0.0992
C -2.0722 -3.0428 0.1662
C -2.0798 -1.6721 -0.0897
O -3.3261 -1.0858 -0.0135
C -3.5828 0.2250 -0.0249
C -4.9443 0.5936 0.0338
N -5.3156 1.8505 0.0401
C -4.3601 2.7779 -0.0077
C -3.0271 2.4237 -0.0613
N -2.6368 1.1530 -0.0717
C -0.9034 -1.0211 -0.4157
H 3.4462 5.2372 -0.8931
H 2.5867 4.0998 -2.0374
H 3.6322 3.4622 0.7625
H 2.3246 1.7951 -1.4435
H 1.7067 1.7791 0.2323
H 4.6561 0.0023 1.4720
H 3.8893 1.5498 1.8712
H 2.5591 -1.2033 1.8002
H 0.7105 -0.0768 2.9109
H 1.5527 1.5356 2.7141
H 3.6602 0.0934 -1.9803
H 4.7365 -0.6741 -0.8053
H 1.2675 -0.0319 -0.9657
H 1.2291 -3.6507 -0.2665
H -0.8783 -4.8023 0.2987
H -3.0006 -3.5321 0.4129
H -5.7174 -0.1595 0.0750
H -4.6884 3.8064 -0.0022
H -2.2314 3.1552 -0.0989
H -0.9091 0.0385 -0.6107
```

Summary:
- Gap between HOMO and LUMO: 0.327 Ha
- Total charge: 0
- Electronic energy: -1067.35498 Ha
- Molar mass: 324.38 u
- HOMO: -8.46 eV

Mulliken charges, unit e, in atom order: atom 1 (C): -0.9471, atom 2 (C): -0.1908, atom 3 (C): -0.3040, atom 4 (N): 0.1512, atom 5 (C): -1.0000, atom 6 (C): 0.1716, atom 7 (C): -0.8774, atom 8 (C): -1.1811, atom 9 (C): 0.7146, atom 10 (O): -0.6494, atom 11 (N): 0.1838, atom 12 (C): 0.2699, atom 13 (C): -0.7261, atom 14 (C): -0.6171, atom 15 (C): -0.6596, atom 16 (C): 0.3195, atom 17 (O): -0.3727, atom 18 (C): 0.5064, atom 19 (C): -0.3247, atom 20 (N): -0.5843, atom 21 (C): -0.3036, atom 22 (C): -0.2885, atom 23 (N): -0.2390, atom 24 (C): -0.0632, atom 25 (H): 0.2931, atom 26 (H): 0.2785, atom 27 (H): 0.2007, atom 28 (H): 0.4038, atom 29 (H): 0.1532, atom 30 (H): 0.3714, atom 31 (H): 0.4333, atom 32 (H): 0.3603, atom 33 (H): 0.2968, atom 34 (H): 0.2944, atom 35 (H): 0.3992, atom 36 (H): 0.3747, atom 37 (H): 0.0416, atom 38 (H): 0.5446, atom 39 (H): 0.3819, atom 40 (H): 0.4446, atom 41 (H): 0.4150, atom 42 (H): 0.3837, atom 43 (H): 0.4067, atom 44 (H): 0.5340

2.
# C35H57ClN3O7PS2

A molecular structure, C35H57ClN3O7PS2 (ωB97M-V with the def2-TZVPD basis set, OMol25).

Geometry as XYZ:
```
106
C35H57ClN3O7PS2 (ωB97M-V with the def2-TZVPD basis set)
C 4.8800 -1.9806 2.7147
C 4.7982 -2.1039 1.1828
C 4.1554 -0.8866 0.5065
C 4.4148 -0.8021 -1.0134
C 3.1462 -0.8929 -1.8765
C 2.5635 0.4779 -2.2877
C 1.0616 0.6270 -2.0257
C 0.7600 0.6161 -0.5265
C -0.6240 1.1443 -0.1218
C -1.7046 0.0751 0.0950
C -1.1965 -1.1658 0.8478
C -2.1918 -1.9347 1.7606
N -2.3072 -1.3607 3.0914
C -2.4467 0.0726 3.3005
C -3.8732 0.6117 3.1557
C -4.0043 1.9970 3.7957
C -3.5360 -1.9628 1.0292
O -4.4897 -2.9537 1.4552
S -4.3868 -3.7773 2.7854
O -5.0878 -4.9990 2.5042
O -4.8037 -2.9694 3.8979
C -2.6193 -4.1377 2.9922
P -2.5406 -6.0312 3.0429
C -3.4134 -6.2839 4.6485
C -0.8135 -6.4244 3.5824
C -1.6836 -3.4186 1.9547
S -1.8419 -4.2555 0.3265
C -0.2388 -3.4093 2.5576
C 0.9470 -4.0765 1.8472
C 1.5078 -3.3068 0.6524
Cl 3.0995 -3.9656 0.1808
H 5.8182 -2.3897 3.1011
H 4.0733 -2.5271 3.2138
H 4.8181 -0.9381 3.0384
H 4.2255 -3.0061 0.9339
H 5.8027 -2.2513 0.7708
H 3.0762 -0.8784 0.7054
H 4.5536 0.0098 0.9991
H 4.9555 0.1200 -1.2432
H 5.0848 -1.6260 -1.2874
H 2.3913 -1.4887 -1.3492
H 3.3822 -1.4621 -2.7830
H 3.0597 1.2634 -1.6997
H 2.8043 0.6871 -3.3308
H 0.7297 1.5920 -2.4333
H 0.5217 -0.1814 -2.5399
H 0.9179 -0.3973 -0.1413
H 1.5259 1.2411 -0.0489
H -0.5344 1.7874 0.7600
H -0.9837 1.8036 -0.9213
H -2.5484 0.5421 0.6131
H -2.1017 -0.2279 -0.8833
H -0.3664 -0.8501 1.4898
H -0.7842 -1.8588 0.1123
H -1.6269 -1.7469 3.7234
H -1.7543 0.6765 2.6935
H -2.1509 0.2477 4.3424
H -4.5589 -0.1004 3.6217
H -4.1294 0.7329 2.0971
H -3.4868 2.7500 3.1890
H -3.5586 2.0242 4.7939
H -5.0489 2.3090 3.8497
H -4.0373 -0.9976 1.0920
H -3.3619 -2.1697 -0.0298
H -2.4259 -3.7213 3.9854
H -2.7086 -6.5083 5.4526
H -3.9867 -5.4014 4.9428
H -4.1120 -7.1148 4.5331
H -0.2264 -6.7407 2.7183
H -0.9281 -7.3033 4.2268
H -0.2657 -5.6762 4.1565
H -1.2956 -5.4131 0.7040
H -0.3128 -3.8831 3.5376
H 0.0599 -2.3776 2.7712
H 0.7459 -5.1116 1.5668
H 1.7594 -4.1223 2.5830
H 0.8697 -3.3801 -0.2269
H 1.6452 -2.2507 0.8942
C 1.1880 7.7221 -3.5353
C 0.0345 7.2322 -2.9350
C 0.0952 6.1101 -2.1250
C 1.3260 5.5097 -1.9268
C 2.4875 5.9725 -2.5172
C 2.4080 7.0915 -3.3330
N 1.3966 4.3315 -1.0416
O 0.3513 3.9080 -0.5912
O 2.4868 3.8543 -0.8132
H 1.1338 8.5936 -4.1747
H -0.9156 7.7227 -3.0981
H -0.7861 5.7104 -1.6467
H 3.4239 5.4612 -2.3510
H 3.2982 7.4605 -3.8219
C -1.9567 3.9876 -5.9059
C -1.3007 5.1919 -6.1273
C 0.0785 5.2644 -6.0148
C 0.7716 4.1151 -5.6823
C 0.1428 2.9049 -5.4550
C -1.2372 2.8487 -5.5683
N 2.2391 4.1924 -5.5533
O 2.7532 5.2766 -5.7274
O 2.8386 3.1813 -5.2588
H -3.0336 3.9363 -5.9975
H -1.8632 6.0779 -6.3887
H 0.6111 6.1894 -6.1760
H 0.7210 2.0333 -5.1925
H -1.7493 1.9125 -5.3921
```

Summary:
- Gap between HOMO and LUMO: 0.291 Ha
- Total charge: 0
- Electronic energy: -3656.44159 Ha
- Molar mass: 762.42 u
- HOMO: -8.59 eV

Mulliken population analysis, charges in e, atoms 1 to 99: atom 1 (C): -1.2484, atom 2 (C): -0.0530, atom 3 (C): -0.2007, atom 4 (C): -1.1660, atom 5 (C): -0.0881, atom 6 (C): -0.6165, atom 7 (C): -0.8003, atom 8 (C): 2.1384, atom 9 (C): -1.1937, atom 10 (C): -0.7850, atom 11 (C): -1.1760, atom 12 (C): -1.1244, atom 13 (N): 0.0359, atom 14 (C): -0.6021, atom 15 (C): 0.0459, atom 16 (C): -1.4501, atom 17 (C): -1.3077, atom 18 (O): -0.4296, atom 19 (S): 1.4697, atom 20 (O): -0.6546, atom 21 (O): -0.6555, atom 22 (C): -0.8602, atom 23 (P): -0.0042, atom 24 (C): -1.1106, atom 25 (C): -1.1638, atom 26 (C): 1.9535, atom 27 (S): -0.2222, atom 28 (C): -1.3189, atom 29 (C): -1.7377, atom 30 (C): 0.7334, atom 31 (Cl): -0.3215, atom 32 (H): 0.3462, atom 33 (H): 0.2005, atom 34 (H): 0.3259, atom 35 (H): -0.1937, atom 36 (H): 0.6027, atom 37 (H): -0.1305, atom 38 (H): 0.4700, atom 39 (H): 0.3804, atom 40 (H): 0.5042, atom 41 (H): -0.2350, atom 42 (H): 0.5411, atom 43 (H): 0.3263, atom 44 (H): 0.2057, atom 45 (H): 0.2019, atom 46 (H): 0.2718, atom 47 (H): -2.1452, atom 48 (H): 0.5380, atom 49 (H): 0.2783, atom 50 (H): 0.6030, atom 51 (H): 0.2205, atom 52 (H): 0.5672, atom 53 (H): 0.3216, atom 54 (H): 0.5658, atom 55 (H): 0.3910, atom 56 (H): -0.0079, atom 57 (H): 0.6512, atom 58 (H): 0.2912, atom 59 (H): 0.1231, atom 60 (H): 0.2902, atom 61 (H): 0.3666, atom 62 (H): 0.4017, atom 63 (H): 0.3637, atom 64 (H): 0.4510, atom 65 (H): 0.9156, atom 66 (H): 0.4727, atom 67 (H): 0.3430, atom 68 (H): 0.3457, atom 69 (H): 0.3253, atom 70 (H): 0.5286, atom 71 (H): 0.4312, atom 72 (H): 0.3000, atom 73 (H): 0.9796, atom 74 (H): 0.5339, atom 75 (H): 0.3028, atom 76 (H): 0.4292, atom 77 (H): 0.4372, atom 78 (H): -0.5180, atom 79 (C): -0.5823, atom 80 (C): -0.4965, atom 81 (C): -0.3402, atom 82 (C): 0.1710, atom 83 (C): -0.4199, atom 84 (C): -0.3632, atom 85 (N): 1.0178, atom 86 (O): -0.5822, atom 87 (O): -0.6104, atom 88 (H): 0.4288, atom 89 (H): 0.4231, atom 90 (H): 0.5058, atom 91 (H): 0.4710, atom 92 (H): 0.3762, atom 93 (C): -0.4700, atom 94 (C): -0.5282, atom 95 (C): -0.3051, atom 96 (C): 0.0336, atom 97 (C): -0.3171, atom 98 (C): -0.5118, atom 99 (N): 1.1607

3.
# C3H6N2O5

2 unconnected molecules or ions with the total composition C3H6N2O5 (ωB97M-V with the def2-TZVPD basis set, OMol25).

Geometry as XYZ:
```
16
C3H6N2O5 (ωB97M-V with the def2-TZVPD basis set)
C 1.5094 -1.8779 -0.5375
C -0.8449 1.1876 -1.8892
C -0.1573 1.0087 0.2347
N 1.7266 -2.0685 0.6390
N -0.3792 0.3883 1.4199
O 1.2737 -1.7866 -1.6768
O 0.3125 0.6324 2.5471
O -0.8922 -0.9141 1.4052
O 0.6361 1.9061 0.0634
O -1.0538 0.5277 -0.6427
H -1.7331 1.5818 -2.4318
H -0.4741 0.4436 -2.5066
H -0.2800 2.0294 -1.8456
H -1.8274 -0.9989 1.3293
H 1.0475 -2.1479 1.3710
H 1.1361 0.0883 2.5205
```

Summary:
- Gap between HOMO and LUMO (spin up / spin down): 0.192 / 0.287 Ha
- Total charge: 0
- Multiplicity: 3
- Electronic energy: -603.30082 Ha
- Molar mass: 150.09 u
- HOMO (spin up / spin down): -4.43 / -11.20 eV

Mulliken charges, unit e, in atom order: atom 1 (C): 0.6693, atom 2 (C): -0.8654, atom 3 (C): 0.4027, atom 4 (N): -0.6620, atom 5 (N): 0.0230, atom 6 (O): -0.4080, atom 7 (O): -0.2299, atom 8 (O): -0.0962, atom 9 (O): -0.5320, atom 10 (O): -0.2544, atom 11 (H): 0.2676, atom 12 (H): 0.3000, atom 13 (H): 0.4115, atom 14 (H): 0.2550, atom 15 (H): 0.3429, atom 16 (H): 0.3759

Which value of electronic energy does entry 3 give? -603.30082 Ha

molar mass of number 3 (C3H6N2O5)? 150.09 u